Model i:
ORCA calculation (ωB97M-V/def2-TZVPD) on 2 unconnected molecules or ions with the total composition C5H13N3.

Output
Kohn-Sham gap   8.9 eV
LUMO energy   0.035 hartree

Positions of all 21 atoms, in Å:
N 0.33748 1.14187 -1.50208
C 1.45213 2.05145 -1.14905
C 2.48051 2.06397 1.16007
C 1.49135 2.39120 0.30728
H 0.31138 1.05040 -2.55774
H -0.48508 1.66883 -1.33299
H 1.49204 2.99999 -1.67210
H 2.37283 1.51753 -1.42460
H 2.52492 2.49670 2.18678
H 3.30335 1.39224 0.82264
H 0.54186 2.84618 0.66875
C -1.08101 -1.68141 0.90206
C -1.76486 -2.29503 -0.09400
N -3.12279 -1.83383 -0.33158
N 0.32295 -1.81424 1.19561
H -1.53536 -0.89926 1.49787
H -1.34076 -3.17484 -0.67453
H -3.74884 -2.65737 -0.16212
H -3.20298 -1.56551 -1.30159
H 0.77603 -0.89841 1.21549
H 0.75838 -2.41411 0.44235


Model ii:
ORCA calculation (ωB97M-V/def2-TZVPD) on a molecular structure, C5H13N3.

Output
Kohn-Sham gap   8.1 eV
LUMO energy   0.034 hartree

Positions of all 21 atoms, in Å:
C -0.18235 -1.25288 0.98934
C 1.71784 0.93861 1.24926
C 1.68706 -0.29728 -0.77452
N 0.91651 0.13355 0.36228
C -1.66056 -0.03804 -0.49941
N -2.15339 0.10508 -1.77544
N -1.96502 0.98738 0.37274
C -1.14098 -1.24559 -0.06254
H -1.91934 1.92073 -0.02954
H -1.44535 0.94163 1.23673
H -2.36232 1.04041 -2.09356
H -1.72659 -0.48121 -2.47350
H -0.43958 -0.74681 1.91255
H 0.37188 -2.18142 1.12973
H -1.18356 -2.08875 -0.73771
H 2.02011 0.56309 -1.37439
H 2.60503 0.40594 1.64449
H 2.08364 1.83929 0.73565
H 1.11634 1.26299 2.10318
H 2.58507 -0.87302 -0.49907
H 1.07556 -0.93374 -1.41625


Model iii:
ORCA calculation (ωB97M-V/def2-TZVPD) on 2 unconnected molecules or ions with the total composition C5H13N3.

Output
Kohn-Sham gap (alpha / beta)   6.3 / 6.3 eV
LUMO energy (alpha / beta)   0.025 / 0.025 hartree

Positions of all 21 atoms, in Å:
C 0.81138 -0.07091 -0.54801
C -0.82443 0.57477 -2.26701
C 0.05483 0.60470 2.22167
N -0.06834 -0.27914 -1.60129
C -0.49346 -0.32868 1.17023
N 1.77832 -1.11925 -0.43840
N -0.76462 1.94689 -2.04305
C -0.55159 -1.68184 1.44099
H -0.29910 -1.26140 -1.71059
H 1.20104 0.93663 -0.48672
H 1.40177 -1.82023 0.21346
H 2.65658 -0.76824 -0.07752
H 0.12811 2.31308 -1.72884
H -1.26913 2.50279 -2.71560
H -1.71143 0.19905 -2.75225
H -1.34388 0.10719 0.63839
H 0.55152 1.46533 1.77752
H -0.75773 0.98839 2.83770
H 0.78391 0.10301 2.85391
H -1.22099 -2.33150 0.89685
H -0.06278 -2.08063 2.31857


Energies, relative to the best one, in kcal/mol: model i 0.0; model ii 4.0; model iii 35.8.